1.
Computed, not measured: C31H61N5O14V as an isolated structure, with the ωB97M-V functional and the def2-TZVPD basis.

Each line ends with the Löwdin spin population.
Atoms and positions in Å:
V  2.97269  3.57296  -0.14347  2.908
C  -0.06482  0.67239  -0.70405  0.000
C  1.04186  1.67841  -0.52717  0.013
O  1.99384  1.81330  -1.33726  0.018
O  1.11035  2.49908  0.43234  0.005
H  -0.61204  0.43608  0.20854  0.000
H  0.39806  -0.22694  -1.11031  0.000
H  -0.83302  1.11037  -1.34133  0.001
C  2.29431  4.61836  3.44091  0.001
C  3.66819  4.71325  2.84406  0.001
O  3.67855  4.90894  1.47195  0.012
H  1.77693  3.74435  3.04528  0.001
H  1.56834  5.39192  3.19055  0.000
H  2.35492  4.57239  4.52825  0.000
H  4.17632  3.76205  3.00256  0.000
H  4.36109  5.39271  3.34036  -0.001
C  -3.44177  -1.68682  -2.34619  0.000
C  -4.69809  -1.45616  -3.20315  0.000
O  -5.05236  -0.30790  -3.56183  0.000
N  -5.50819  -2.50670  -3.48671  0.000
C  -5.41038  -3.87802  -2.94158  0.000
H  -2.96374  -0.72529  -2.15896  0.000
H  -2.72552  -2.35555  -2.82355  0.000
H  -3.69019  -2.10130  -1.36915  0.000
H  -6.43235  -2.31040  -3.84377  0.000
H  -5.76208  -4.59402  -3.68438  0.000
H  -6.00778  -4.04976  -2.04620  0.000
H  -4.40460  -4.18001  -2.64950  0.000
C  -1.15021  2.41852  3.80593  0.000
C  -1.43769  1.01509  4.11592  0.000
O  -1.08459  0.09050  3.34792  0.000
N  -2.20628  0.85562  5.19002  0.000
C  -2.89555  -0.29528  5.58322  0.000
H  -0.62154  2.95041  4.59694  0.000
H  -2.13101  2.88880  3.73533  0.000
H  -0.60498  2.57739  2.87556  0.000
H  -2.43172  1.73738  5.62794  0.000
H  -2.28311  -1.02936  6.10681  0.000
H  -3.29928  -0.85349  4.73852  0.000
H  -3.71937  -0.22513  6.29350  0.000
C  5.45454  0.50415  -1.06372  0.002
C  5.34133  1.25748  0.26658  0.008
O  4.38264  2.02539  0.37904  0.023
N  6.30009  1.01213  1.18789  0.006
C  6.29814  1.50117  2.55437  0.001
H  5.91903  -0.48119  -1.02564  0.000
H  6.06785  0.98601  -1.82515  0.000
H  4.47582  0.39144  -1.53009  0.000
H  7.14392  0.51687  0.93737  0.000
H  5.87209  2.49403  2.69863  0.000
H  7.31744  1.41645  2.93115  0.000
H  5.74360  0.87546  3.25370  0.000
C  4.02038  -3.70646  3.53045  0.000
C  3.37023  -2.94044  2.35140  0.000
O  2.70762  -3.59183  1.54224  0.000
N  3.47303  -1.61241  2.26637  0.000
C  2.77247  -0.75606  1.31663  0.000
H  3.59726  -4.69109  3.72935  0.000
H  4.15450  -3.05387  4.39314  0.000
H  5.03004  -3.89088  3.16347  0.000
H  4.29725  -1.24668  2.72135  0.000
H  1.70744  -0.96368  1.42009  0.000
H  3.02571  -0.93518  0.27170  0.000
H  2.93574  0.31773  1.40833  0.000
C  -0.77078  -2.63822  0.95028  0.000
C  -2.28400  -2.62146  1.06401  0.000
O  -2.94669  -3.55894  0.62323  0.000
N  -2.76252  -1.58142  1.71967  0.000
C  -4.18313  -1.48017  2.04410  0.000
H  -0.34359  -2.43756  -0.03224  0.000
H  -0.28314  -3.55570  1.27972  0.000
H  -0.39915  -1.81149  1.55568  0.000
H  -2.08784  -0.93441  2.10216  0.000
H  -4.79529  -1.34319  1.15270  0.000
H  -4.32261  -0.58975  2.65713  0.000
H  -4.50040  -2.35785  2.60723  0.000
O  -2.92261  5.29675  1.23697  0.000
C  -3.14490  4.08130  1.06087  0.000
O  -4.08177  3.46631  1.73402  0.000
C  -4.41764  2.21508  1.21421  0.000
C  -3.52773  2.08845  -0.05398  0.000
C  -2.43899  3.15227  0.09335  0.000
H  -5.47293  2.23387  0.94195  0.000
H  -4.17840  1.46260  1.96563  0.000
H  -4.09832  2.28325  -0.96205  0.000
H  -3.20489  1.04865  -0.10583  0.000
H  -2.12350  3.67345  -0.81049  0.000
H  -1.49921  2.86040  0.56209  0.000
O  -0.51475  -3.26160  -3.27960  0.000
C  0.65687  -2.87127  -3.18621  0.000
O  0.93637  -1.54296  -3.05315  0.000
C  2.30697  -1.32345  -2.89661  0.000
C  2.93678  -2.57394  -3.56000  0.000
C  1.88688  -3.68116  -3.32111  0.000
H  2.61721  -1.22801  -1.85606  0.000
H  2.56798  -0.39173  -3.39847  0.000
H  3.98507  -2.61952  -3.26487  0.000
H  2.91565  -2.28237  -4.61006  0.000
H  2.05225  -4.27207  -2.42023  0.000
H  1.79214  -4.40648  -4.12922  0.000
O  -2.87420  -1.37473  -6.14901  0.000
C  -1.97119  -0.61371  -5.83145  0.000
O  -1.01223  -0.29989  -6.66521  0.000
C  -0.23193  0.71075  -6.10197  0.000
C  -1.10852  1.33621  -5.10797  0.000
C  -1.86185  0.18116  -4.54638  0.000
H  0.18629  1.36346  -6.86823  0.000
H  0.65168  0.23304  -5.67875  0.000
H  -1.85942  2.00309  -5.53167  0.000
H  -0.54682  1.90598  -4.36773  0.000
H  -2.81855  0.35822  -4.05498  0.000
H  -1.23423  -0.36788  -3.84442  0.000

HOMO level (spin up / spin down): -8.06 / -8.30 eV
2S+1: 4
strongest force on any atom: 0.0976 Eh/bohr
calculated total energy: -94941.0239 eV

---

2.
Computed, not measured: a 10-piece molecular cluster, C31H61N5O15 overall, with the ωB97M-V functional and the def2-TZVPD basis.

Each line ends with the Löwdin charge.
Atoms and positions in Å:
C  2.12083  -2.21036  -3.72130  -0.103
O  1.08906  -1.46043  -3.11989  -0.181
C  0.70123  -0.38993  -3.94523  -0.193
C  1.75848  0.72054  -4.07084  -0.188
O  2.46264  0.93383  -2.85938  -0.147
C  3.46945  1.90820  -3.02015  -0.199
C  3.99409  2.26741  -1.66298  -0.186
O  4.70663  1.12689  -1.20032  -0.196
C  5.07319  1.16688  0.17998  -0.077
H  2.60401  -2.90414  -3.04035  0.083
H  2.89909  -1.57966  -4.17340  0.087
H  1.74264  -2.73443  -4.61060  0.094
H  -0.22959  -0.01501  -3.52028  0.107
H  0.44970  -0.68412  -4.97079  0.126
H  1.24473  1.65425  -4.32607  0.126
H  2.47730  0.42388  -4.84168  0.117
H  3.01561  2.82338  -3.44214  0.126
H  4.24470  1.60992  -3.73429  0.134
H  3.12555  2.52068  -1.04473  0.104
H  4.69467  3.11029  -1.65643  0.133
H  5.94937  1.81927  0.26653  0.091
H  5.29996  0.13280  0.43233  0.084
H  4.24996  1.54619  0.78906  0.065
C  7.14744  7.40156  2.24026  -0.116
O  7.05076  5.99984  2.22333  -0.183
C  5.90756  5.48593  1.58145  -0.202
C  4.90974  4.97722  2.61537  -0.210
O  3.87383  4.29241  1.96765  -0.125
C  3.28938  3.29436  2.78782  -0.199
C  1.97633  2.82609  2.24446  -0.212
O  2.08098  2.53555  0.87581  -0.215
C  0.97597  1.81838  0.37593  -0.107
H  8.11915  7.73428  2.59954  0.086
H  6.37615  7.84463  2.88107  0.088
H  7.03634  7.80016  1.22434  0.086
H  6.23338  4.67316  0.93185  0.123
H  5.42112  6.24554  0.95830  0.125
H  4.59147  5.77947  3.29282  0.131
H  5.48541  4.29592  3.25976  0.129
H  3.11408  3.70700  3.78758  0.132
H  3.99365  2.45440  2.83756  0.126
H  1.18248  3.55292  2.46314  0.131
H  1.65614  1.93472  2.80152  0.128
H  0.01584  2.27139  0.65275  0.087
H  1.01104  0.81882  0.83241  0.075
H  1.03541  1.77686  -0.71050  0.075
C  -5.56266  -2.37855  1.63644  -0.027
O  -6.25451  -2.47385  2.87777  0.011
C  -6.43688  -1.39353  3.62155  -0.629
O  -6.05073  -0.28015  3.37752  0.120
O  -7.08818  -1.75007  4.71440  0.004
C  -7.41363  -0.72239  5.63710  -0.047
H  -6.24705  -2.37384  0.79235  0.098
H  -4.93222  -3.25870  1.58655  0.062
H  -4.88802  -1.52280  1.62004  0.068
H  -7.93738  -1.13975  6.49038  0.091
H  -8.20178  -0.12383  5.15501  0.099
H  -6.60209  -0.03065  5.84050  0.095
C  5.16073  -5.01097  0.67481  -0.054
O  4.96845  -3.61382  0.69386  0.007
C  3.91598  -3.13556  0.04389  -0.640
O  3.06152  -3.76424  -0.50214  0.137
O  3.98661  -1.82255  0.10435  0.010
C  2.94474  -1.09925  -0.56280  -0.015
H  5.97029  -5.24100  1.36368  0.092
H  5.40423  -5.37638  -0.32330  0.099
H  4.27691  -5.53740  1.04442  0.096
H  3.12679  -1.12322  -1.62694  0.082
H  2.93295  -0.08422  -0.17225  0.071
H  1.97689  -1.48236  -0.24061  0.080
C  -5.44564  -4.35594  -2.37304  -0.053
O  -5.92422  -3.76827  -3.58886  0.024
C  -6.46486  -2.57993  -3.55356  -0.632
O  -6.74684  -1.91436  -2.59402  0.102
O  -6.61713  -2.16745  -4.80598  0.011
C  -7.32076  -0.97938  -5.04406  -0.063
H  -4.41827  -4.06181  -2.20220  0.050
H  -5.49427  -5.43648  -2.47780  0.070
H  -6.09596  -4.14011  -1.52696  0.087
H  -8.40126  -1.01487  -4.91272  0.099
H  -7.03779  -0.62213  -6.03139  0.094
H  -6.98805  -0.17081  -4.38112  0.089
C  -1.07041  -1.09806  -0.56949  -0.063
C  -2.20410  -2.02298  -0.65575  -0.227
N  -3.07054  -2.77358  -0.72207  0.172
H  -1.10902  -0.52367  0.35398  0.054
H  -1.13339  -0.42333  -1.42130  0.056
H  -0.12554  -1.63376  -0.57864  0.061
C  -2.97410  -5.59870  1.60769  -0.063
C  -3.89172  -6.09987  0.57327  -0.265
N  -4.59310  -6.50354  -0.23923  0.145
H  -3.15611  -6.00577  2.59541  0.080
H  -3.04372  -4.51432  1.58792  0.049
H  -1.97616  -5.86180  1.25359  0.085
C  -0.45745  4.77325  -1.45424  -0.056
C  -1.08101  3.46713  -1.58950  -0.271
N  -1.53245  2.41572  -1.67214  0.167
H  -0.97894  5.55150  -2.00908  0.083
H  0.55594  4.75581  -1.85972  0.083
H  -0.37409  5.08176  -0.41374  0.087
C  -4.89790  0.18377  -1.40832  -0.062
C  -4.19523  0.49948  -0.16595  -0.302
N  -3.58457  0.77216  0.76726  0.150
H  -5.97798  0.23048  -1.33192  0.079
H  -4.63764  -0.83679  -1.68756  0.050
H  -4.44370  0.88129  -2.11504  0.082
C  1.33757  -1.71084  5.00549  -0.073
C  0.91924  -1.65647  3.63214  -0.266
N  0.54056  -1.56593  2.55189  0.164
H  2.40455  -1.49195  5.07098  0.086
H  1.14504  -2.67120  5.48196  0.086
H  0.82306  -0.97605  5.62593  0.087

HOMO level: -9.41 eV
SMILES: COC(=O)OC.COC(=O)OC.COC(=O)OC.COCCOCCOC.COCCOCCOC.CC#N.CC#N.CC#N.CC#N.CC#N
strongest force on any atom: 0.0406 Eh/bohr
calculated total energy: -71294.0233 eV